# 1
19
Properties=species:S:1:pos:R:3:forces:R:3:nbo_charge:R:1 method="wB97M-V/def2-TZVPD" charge=0 energy_ha=-310.9077 e_lumo_ev=0.55 spin_multiplicity=1
C -1.61833 -1.11785 -0.39503 -0.06 -0.02 0.01 -0.60
C -0.66197 0.07469 -0.45988 -0.31 0.37 0.08 -0.25
C -1.28083 1.30076 0.18263 -0.25 0.27 0.00 -0.61
C 0.65578 -0.27397 0.19483 0.07 1.66 -0.04 0.09
O 1.10695 -1.34070 -0.62453 1.67 -0.02 0.07 -0.51
C 2.21976 -1.79504 -0.12049 0.06 -2.05 -0.12 0.17
C 1.71173 0.92565 0.13930 -1.15 -0.19 0.37 -0.65
H -2.55114 -0.87200 -0.91217 0.09 -0.04 0.10 0.21
H -1.19995 -2.01184 -0.86780 -0.04 0.18 0.11 0.22
H -1.85977 -1.35565 0.64906 0.00 0.01 -0.15 0.20
H -0.43616 0.27577 -1.51816 -0.07 0.07 0.23 0.21
H -1.38017 1.16749 1.26873 -0.01 0.03 -0.17 0.20
H -2.27785 1.46305 -0.23044 -0.01 0.08 0.09 0.22
H -0.69418 2.20530 0.00001 -0.11 -0.11 0.04 0.21
H 0.52838 -0.59606 1.25302 0.06 -0.06 -0.58 0.19
H 1.97306 -1.87918 0.98398 0.73 0.49 0.03 0.03
H 1.78274 1.34653 -0.87610 -0.14 -0.25 0.31 0.22
H 2.74263 0.82809 0.53731 -0.69 -0.82 -0.23 0.23
H 1.23930 1.65495 0.79572 0.16 0.43 -0.13 0.21

# 2
20
Properties=species:S:1:pos:R:3:forces:R:3:nbo_charge:R:1 method="wB97M-V/def2-TZVPD" charge=+1 smiles="CN(C(N)=O)[NH+](C)C" energy_ha=-398.8071 e_lumo_ev=-2.80 spin_multiplicity=1
C 0.38220 1.39986 -0.55574 2.19 0.60 -0.70 -0.45
N 0.50748 0.33522 0.38831 3.25 -0.47 1.32 -0.35
C 2.00768 -0.28151 0.50982 -3.30 2.56 -0.56 0.81
N 2.92030 0.64248 0.35642 -2.68 3.14 0.18 -0.81
O 2.08204 -1.42649 0.70952 0.06 -3.33 0.55 -0.58
N -0.37342 -0.73698 0.39536 1.32 -2.13 -2.39 -0.22
C -0.64269 -1.29476 -1.03174 -3.24 2.10 2.34 -0.41
C -1.54986 -0.54530 1.16034 -4.62 0.44 2.42 -0.47
H 0.86599 2.25238 -0.05317 -0.50 0.09 -0.44 0.22
H 0.93341 1.24506 -1.51543 -0.41 -0.10 0.56 0.21
H -0.59213 1.69298 -0.79082 -1.71 0.30 -0.03 0.23
H 3.87119 0.37745 0.36067 1.08 0.28 0.23 0.45
H 2.45574 1.61119 0.48405 2.45 -1.97 -0.44 0.43
H 0.21765 -1.47228 0.84520 -0.13 0.04 -0.08 0.47
H -1.06398 -0.45878 -1.54286 -0.32 0.87 -0.44 0.22
H 0.22357 -1.48781 -1.53104 2.36 -1.50 -0.88 0.24
H -1.51406 -1.94011 -0.96248 0.76 -0.91 -0.09 0.25
H -2.24452 0.31945 0.84901 1.27 -1.45 -0.36 0.25
H -2.21022 -1.50785 1.28787 1.50 1.69 -0.78 0.26
H -1.35218 -0.24978 2.20167 0.68 -0.25 -0.41 0.26

# 3
82
Properties=species:S:1:pos:R:3:forces:R:3:lowdin_charge:R:1 method="wB97M-V/def2-TZVPD" charge=0 energy_ha=-2542.7894 e_lumo_ev=-1.32 spin_multiplicity=1
Bi 0.09281 -0.82593 0.80741 -0.41 0.31 -0.30 1.92
C -3.94030 -0.17449 0.22191 0.18 -0.04 0.03 -0.19
C -2.91884 0.95650 0.06143 -0.11 -0.18 0.18 -0.20
C -2.23858 1.35154 1.38354 0.11 -0.11 -0.20 -0.21
N -0.78184 1.17952 1.33142 -0.04 -0.19 0.25 -0.14
C 0.02785 2.05757 1.89746 -0.04 0.04 -0.17 -0.26
C -0.43326 3.08495 2.74981 0.03 0.06 0.15 -0.01
C 0.18743 4.23468 3.20372 -0.03 -0.06 -0.13 -0.08
C 1.40729 4.78475 2.84265 0.09 0.05 -0.04 -0.11
C 2.34807 4.18631 2.02161 -0.07 -0.02 0.09 -0.07
C 2.39582 2.88485 1.55539 -0.04 -0.03 -0.09 -0.02
C 1.47311 1.82834 1.68090 0.12 0.04 0.04 -0.25
N 1.79204 0.55771 1.50060 -0.07 -0.10 0.07 -0.16
C 3.14265 0.09698 1.24606 -0.13 0.00 -0.12 -0.23
C 3.38296 -0.19020 -0.25829 -0.17 0.02 0.03 -0.15
C 2.30937 0.38654 -1.18720 0.02 -0.09 0.19 -0.25
N 1.07181 -0.39475 -1.15070 0.18 -0.30 0.00 -0.13
C 0.46744 -0.77695 -2.26746 0.08 0.03 0.08 -0.24
C 0.82763 -0.26993 -3.53472 0.07 0.01 -0.12 -0.03
C 0.60015 -0.76659 -4.80181 0.07 -0.03 0.11 -0.06
C -0.02632 -1.94144 -5.19743 -0.01 -0.06 -0.04 -0.11
C -0.75979 -2.77148 -4.37230 -0.05 0.09 0.02 -0.09
C -1.12246 -2.59449 -3.04479 0.14 -0.04 0.07 -0.02
C -0.72079 -1.63408 -2.09187 -0.17 0.07 -0.12 -0.27
N -1.33961 -1.47058 -0.93426 0.21 -0.09 0.11 -0.16
C -2.56775 -2.18783 -0.64175 -0.01 0.13 0.07 -0.25
C -3.34041 -1.55687 0.51837 0.05 0.15 -0.14 -0.20
H -4.54423 -0.23967 -0.68778 -0.01 -0.03 0.00 0.11
H -4.62489 0.07922 1.03847 -0.06 0.00 -0.05 0.11
H -3.40554 1.83227 -0.36429 -0.01 0.03 -0.02 0.12
H -2.15177 0.67505 -0.64954 0.03 0.16 -0.13 0.04
H -2.62542 0.75018 2.21619 -0.05 0.09 0.03 0.11
H -2.47089 2.39486 1.58319 0.05 0.02 0.03 0.11
H -1.44028 2.94384 3.11750 0.04 -0.02 0.04 0.10
H -0.40836 4.82681 3.89016 -0.03 0.00 -0.01 0.11
H 1.63816 5.77311 3.21904 -0.03 0.01 -0.02 0.10
H 3.20015 4.80078 1.75250 0.04 -0.03 0.02 0.11
H 3.28781 2.62805 0.99611 -0.01 0.03 0.02 0.10
H 3.27378 -0.83142 1.81361 0.06 0.02 0.02 0.09
H 3.87866 0.80321 1.63157 0.02 0.01 0.04 0.10
H 3.42835 -1.26946 -0.42773 0.06 0.02 -0.01 0.10
H 4.34571 0.22460 -0.56073 0.03 -0.01 0.01 0.11
H 2.72127 0.37638 -2.19251 -0.03 -0.02 -0.06 0.11
H 2.07243 1.42518 -0.94814 0.01 0.03 -0.10 0.05
H 1.34821 0.67775 -3.49853 -0.05 0.01 0.03 0.10
H 1.02157 -0.16340 -5.59869 -0.03 0.02 0.00 0.11
H 0.03174 -2.21190 -6.24438 0.00 0.03 0.01 0.10
H -1.17868 -3.65515 -4.84302 -0.03 0.00 0.01 0.10
H -1.80506 -3.33945 -2.65624 -0.01 0.00 -0.03 0.09
H -2.34534 -3.23599 -0.39321 -0.05 -0.02 -0.05 0.12
H -3.21414 -2.19742 -1.52801 0.00 -0.01 -0.01 0.12
H -2.69973 -1.50608 1.41106 -0.07 -0.04 0.00 0.07
H -4.15491 -2.24167 0.76504 0.02 -0.02 0.10 0.11
O 3.15490 -4.76135 1.26061 0.08 -0.14 -0.02 0.13
C 2.22670 -3.81156 1.41387 0.11 -0.08 0.02 -0.47
O 1.65168 -3.31546 0.48329 -0.11 0.13 0.11 0.05
C 2.02787 -3.46128 2.86622 0.00 0.00 0.04 -0.18
C 2.82254 -4.01692 3.85870 0.12 -0.12 -0.03 0.03
C 2.58545 -3.64219 5.16878 0.12 -0.06 0.07 -0.02
C 1.58574 -2.72535 5.43860 -0.05 0.00 0.04 0.01
C 0.85095 -2.21729 4.37485 -0.03 0.02 0.02 -0.17
N 1.06296 -2.59367 3.12187 -0.01 0.09 -0.03 0.14
C -0.26523 -1.20573 4.54585 0.12 0.09 -0.03 -0.46
O -0.21632 -0.42218 5.63589 -0.05 -0.08 0.04 0.14
O -1.14511 -1.08497 3.74698 -0.07 -0.02 -0.06 0.09
H 3.22252 -4.94109 0.30975 0.03 0.00 0.01 0.14
H 3.59452 -4.72577 3.59684 0.00 0.02 0.07 0.12
H 3.17618 -4.05632 5.97510 -0.01 -0.02 -0.02 0.12
H 1.36929 -2.45167 6.46363 0.00 0.04 -0.02 0.12
H 0.59251 -0.55400 6.14391 0.03 0.01 -0.05 0.10
S -0.15578 2.70710 -1.64081 -0.11 0.07 -0.10 0.49
C -1.14255 2.61997 -3.08833 0.02 -0.02 0.05 -0.74
C -1.25101 3.71214 -3.96945 -0.08 -0.11 -0.06 -0.15
C -2.01590 3.64051 -5.12495 0.04 0.03 0.05 -0.12
C -2.70711 2.47917 -5.45467 0.00 -0.03 -0.02 -0.14
C -2.62574 1.39090 -4.59538 0.04 0.01 0.09 -0.12
C -1.86147 1.46027 -3.43689 -0.06 0.14 -0.04 -0.16
H -0.71376 4.61921 -3.72221 -0.01 0.01 -0.01 0.08
H -2.07895 4.50365 -5.78001 0.03 -0.01 0.03 0.09
H -3.29276 2.42388 -6.36483 -0.01 0.01 0.04 0.08
H -3.16211 0.47582 -4.82818 0.03 0.01 0.01 0.09
H -1.80511 0.59983 -2.78039 -0.07 0.08 -0.05 0.06

# 4
43
Properties=species:S:1:pos:R:3:forces:R:3:nbo_charge:R:1 method="wB97M-V/def2-TZVPD" charge=0 smiles="CS(=O)(=O)N(CC(=O)NCc1ccc2c(c1)OCO2)c1cccc(Cl)c1" energy_ha=-2002.0942 e_lumo_ev=0.36 spin_multiplicity=1
C -2.09993 -2.98107 1.59787 0.36 0.48 -0.30 -0.87
S -1.06963 -1.65273 0.91512 -0.44 -0.52 0.32 2.29
O -0.94422 -1.79876 -0.50431 -0.24 0.01 -0.08 -0.93
O 0.13579 -1.59582 1.68365 0.02 0.03 0.38 -0.94
N -1.93368 -0.24314 1.26086 0.85 -0.78 0.08 -0.70
C -1.25652 0.70914 2.10751 0.37 0.29 0.40 -0.33
C -0.32465 1.68016 1.36842 -0.36 -0.23 0.01 0.66
O -0.05488 2.76760 1.83389 0.02 0.22 0.32 -0.63
N 0.14790 1.22339 0.19667 0.24 -0.12 -0.32 -0.62
C 1.15088 1.93890 -0.55590 0.01 0.36 -0.01 -0.24
C 2.40608 1.13373 -0.78649 0.04 0.00 -0.12 -0.03
C 3.26252 1.51019 -1.81160 -0.17 0.00 0.11 -0.21
C 4.44931 0.83091 -2.07190 0.23 -0.28 0.12 -0.25
C 4.74022 -0.24315 -1.26761 -0.46 -0.05 0.41 0.21
C 3.88302 -0.62933 -0.23668 0.31 0.33 -0.51 0.31
C 2.71355 0.04042 0.02847 0.26 -0.21 0.02 -0.29
O 4.40801 -1.71927 0.40401 -0.41 0.20 0.11 -0.49
C 5.61970 -2.01135 -0.25621 0.80 -0.93 0.28 0.24
O 5.82290 -1.08333 -1.30042 -0.09 0.36 -0.28 -0.48
C -2.93556 0.18820 0.38983 -0.76 0.09 -0.57 0.25
C -3.26706 1.53810 0.26049 0.22 -0.12 0.19 -0.28
C -4.29600 1.92559 -0.57798 -0.06 -0.10 -0.05 -0.17
C -5.01344 0.99683 -1.31042 0.03 -0.03 0.00 -0.26
C -4.67150 -0.33912 -1.18623 0.18 0.15 0.22 0.00
Cl -5.53659 -1.53063 -2.08542 -0.14 -0.19 -0.15 0.01
C -3.65249 -0.75299 -0.34655 -0.18 0.18 -0.12 -0.30
H -3.02128 -2.55261 1.96978 -0.15 0.05 0.03 0.25
H -2.29274 -3.70744 0.81831 -0.01 -0.05 -0.15 0.26
H -1.53481 -3.42983 2.40476 0.10 -0.01 0.10 0.26
H -1.98064 1.27893 2.69513 0.09 -0.03 -0.14 0.24
H -0.63122 0.13360 2.79405 -0.09 0.28 0.05 0.27
H -0.07760 0.29411 -0.12557 -0.03 0.17 -0.05 0.41
H 0.73236 2.24825 -1.52077 0.09 0.03 0.11 0.20
H 1.38279 2.84099 0.02241 -0.09 -0.12 -0.16 0.25
H 3.00433 2.35861 -2.42692 -0.06 0.10 -0.09 0.21
H 5.10989 1.12864 -2.86839 0.09 0.04 -0.12 0.23
H 2.06839 -0.28453 0.82784 -0.10 -0.02 0.09 0.24
H 6.45523 -1.94813 0.45991 -0.22 0.06 -0.15 0.16
H 5.57751 -3.03090 -0.67294 -0.06 0.26 0.06 0.16
H -2.72071 2.29295 0.80035 0.05 0.10 0.09 0.23
H -4.53736 2.97370 -0.66521 -0.01 0.10 0.00 0.22
H -5.81398 1.29866 -1.96561 -0.07 0.00 -0.07 0.23
H -3.40391 -1.79748 -0.29622 -0.13 -0.12 -0.08 0.23

# 5
19
Properties=species:S:1:pos:R:3:forces:R:3:nbo_charge:R:1 method="wB97M-V/def2-TZVPD" charge=0 smiles="C=C(CCN)NC" energy_ha=-307.1372 e_lumo_ev=1.06 spin_multiplicity=1
C 0.31312 2.33029 0.62574 -0.88 1.87 -0.51 -0.51
C -0.02704 1.06691 0.44069 0.83 -0.24 -0.90 0.19
C -0.82487 0.55807 -0.69382 0.10 -1.72 -1.29 -0.46
C -0.26737 -0.56116 -1.73808 1.30 1.33 1.04 -0.20
N 0.75899 -1.54218 -1.25880 -0.06 0.51 -0.19 -0.86
N 0.56004 0.08816 1.18809 0.24 -2.92 2.22 -0.64
C -0.26034 -1.11755 1.55619 -0.12 -0.36 1.78 -0.44
H -0.08957 3.25582 0.15039 0.36 -1.32 -0.05 0.21
H 0.98047 2.50575 1.42077 0.67 0.45 1.01 0.18
H -1.65053 0.00267 -0.37684 -1.76 -0.28 1.18 0.21
H -1.17656 1.42882 -1.19342 -0.38 0.42 -0.90 0.22
H 0.18583 0.03458 -2.52961 -0.02 -0.03 -0.28 0.17
H -1.00620 -1.21920 -2.19849 -0.71 0.74 0.35 0.19
H 1.30812 -1.26364 -0.43948 -0.46 0.44 -0.50 0.37
H 1.37512 -1.47807 -2.04667 0.89 -0.73 -0.02 0.35
H 1.13489 0.31231 2.00431 -0.45 0.68 -0.79 0.39
H -0.07494 -1.93307 0.85002 -0.71 0.32 -0.16 0.22
H 0.15555 -1.61791 2.55449 -0.97 1.56 -1.81 0.21
H -1.39472 -0.85060 1.68452 2.14 -0.70 -0.18 0.19

# 6
10
Properties=species:S:1:pos:R:3:forces:R:3:nbo_charge:R:1 method="wB97M-V/def2-TZVPD" charge=0 energy_ha=-1104.5714 e_lumo_ev=-1.44 spin_multiplicity=1
F 2.41973 -0.57768 -0.00618 -1.05 -0.45 -0.05 -0.31
C 1.13097 -0.99542 -0.00994 1.17 1.33 0.17 0.41
C 0.13565 -0.11569 -0.04033 0.20 0.60 0.01 -0.30
C 0.28723 1.36173 -0.02725 -1.64 0.32 0.26 0.07
N -0.80872 2.07384 0.01384 0.97 -2.05 -0.18 -0.49
S -2.15619 0.97780 -0.01051 0.16 0.33 0.06 0.55
C -1.27160 -0.52916 -0.01613 -0.51 0.21 -0.07 -0.33
S -1.98166 -2.01767 -0.00599 0.54 0.73 -0.01 -0.01
H 1.00365 -2.04002 0.07284 0.01 -1.03 -0.06 0.20
H 1.24093 1.86227 0.02965 0.16 0.01 -0.12 0.22